Entry from the OMol25 dataset: C3H4OS in the gas phase at a distorted geometry (ωB97M-V/def2-TZVPD).

```
9
Properties=species:S:1:pos:R:3:forces:R:3
C -0.815812 0.027704 2.097063 1.7 0.7 -1.9
C -0.351779 -0.666355 0.983637 1.4 -2.0 2.8
C -0.010358 -0.313114 -0.445393 0.0 3.9 4.4
O 0.205075 -1.300260 -1.179602 0.6 -1.8 -3.6
S 0.426627 1.201313 -0.754447 -0.2 1.1 -0.8
H -0.895204 1.260087 2.033426 -0.4 -3.6 0.2
H -0.821296 -0.557759 3.079915 -0.1 1.3 -1.5
H 0.302907 -1.778758 1.221877 -2.6 2.8 -0.4
H 0.014663 -2.031909 -0.639093 -0.4 -2.4 0.7
```
Positions in Å, forces in eV/Å.

Calculated values
Calculated total energy ... -16055.57037 eV
2S+1 ... 1
SMILES string ... C=CC(O)=S
E_LUMO ... -0.34 eV
HOMO ... -8.626 eV
Frontier orbital gap ... 8.290 eV
ΔE to the lowest compared entry with this formula, charge and spin ... 58.56 kcal per mole